22
Properties=species:S:1:pos:R:3:forces:R:3:lowdin_charge:R:1 method="wB97M-V/def2-TZVPD" homo_lumo_gap_ev=9.87 smiles="CC1=C[C@H](N)C[C@H]2C[C@@H]12" de_lowest_ev=2.476 spin_multiplicity=1 e_homo_ev=-8.904
N 2.187207 -1.104030 0.808094 0.851 2.280 1.401 -0.001
C 0.442765 1.483044 0.369239 -0.444 -0.805 -2.961 -0.211
C -0.878556 -0.611803 -0.050975 -2.574 -0.637 1.062 -0.291
C -2.313935 -1.286576 -0.013844 0.518 -1.990 1.546 -0.066
C 0.162367 -1.286975 -0.489465 -0.465 -2.789 -0.968 -0.078
C 1.404123 0.834073 -0.685376 -0.361 -0.204 -0.395 -0.118
C -0.910354 1.922020 -0.233037 0.714 -1.233 1.497 -0.040
C -0.782996 0.685293 0.662622 0.535 0.024 -1.573 -0.237
C 1.543078 -0.754160 -0.499285 1.004 2.877 0.992 -0.378
H -0.074900 -2.385155 -0.713846 0.758 1.605 -0.218 0.136
H -1.152445 0.648442 1.665739 -0.450 0.311 0.369 0.138
H -3.212427 -0.584242 -0.168224 1.582 -1.057 0.276 0.082
H -1.125485 1.724752 -1.272189 0.144 0.138 -0.040 0.107
H 2.922175 -0.292206 1.128301 -2.406 -2.572 -1.116 0.131
H 2.224201 -0.996108 -1.326438 -0.505 -0.809 0.208 0.125
H -1.411385 2.708149 0.252123 -0.490 1.162 0.166 0.076
H -2.338324 -2.187003 -0.751538 -0.113 1.788 1.084 0.079
H 1.061422 0.997274 -1.769094 0.143 -0.115 1.583 0.128
H 1.407707 -1.080581 1.523621 1.386 0.087 -0.949 0.079
H -2.405871 -1.869876 1.094946 -0.035 1.853 -2.829 0.128
H 0.869182 2.094077 1.116784 0.349 0.513 0.683 0.114
H 2.382459 1.341598 -0.648150 -0.142 -0.427 0.182 0.098